A molecular structure, C35H26N5O3S4W, computed with ωB97M-V/def2-TZVPD.

The orbital gap (alpha / beta) is 5.549 / 5.550 eV. Its energy relative to the best compared isomer or geometry (same formula, charge and spin) is 41.47 kJ/mol. Its multiplicity is 1. The calculation puts the highest occupied orbital energy (alpha / beta) at -4.6 / -4.6 eV. As for the molar mass: 876.7 g mol⁻¹. Its total charge is -1.

Geometry (Å):
W 0.06666 0.63225 -0.18960
C -0.18257 4.41691 -2.21669
O -1.04564 5.13608 -1.33843
C -1.66956 4.57274 -0.27987
C -2.48835 5.46325 0.41411
C -3.15739 5.11726 1.57451
C -2.98458 3.85225 2.09985
C -2.17393 2.94100 1.42638
C -1.86536 1.70552 2.10563
N -1.01845 0.82430 1.72588
N -0.73741 -0.13951 2.69926
C 0.31773 -0.79064 2.33546
O 0.98234 -0.54162 1.24644
C 0.75243 -1.96869 3.12588
C -0.06459 -2.49693 4.12084
C 0.34737 -3.61458 4.82828
C 1.57254 -4.20583 4.54627
C 2.38403 -3.68125 3.55088
C 1.97352 -2.56581 2.83565
C -1.55105 3.25469 0.21184
O -0.90815 2.29641 -0.47088
H 0.23585 5.17923 -2.86986
H -0.74921 3.70636 -2.81206
H 0.61472 3.91182 -1.67147
H -2.56694 6.46048 0.00047
H -3.78188 5.84409 2.07543
H -3.44853 3.56265 3.03327
H -2.29763 1.54667 3.08998
H -1.01649 -2.02709 4.32444
H -0.29140 -4.02752 5.59879
H 1.88881 -5.07944 5.10242
H 3.33732 -4.14240 3.32820
H 2.58004 -2.15245 2.04131
S 2.07995 1.45575 -1.38050
C 3.32545 1.27250 -0.15499
C 4.57550 0.76086 -0.44875
C 5.54218 0.66813 0.55101
C 6.83797 0.13129 0.22460
N 7.87575 -0.28282 -0.04535
C 5.23573 1.08326 1.85119
C 3.97185 1.58337 2.14606
C 3.00690 1.68307 1.15356
S 1.39726 2.27895 1.42724
C 6.21803 0.97911 2.90132
N 6.99849 0.89502 3.74068
H 4.80560 0.42188 -1.44936
H 3.74015 1.88543 3.15837
C 0.48424 -3.87245 -2.11713
C 0.04614 -2.61736 -1.41420
S 1.20651 -1.32113 -1.39257
C -1.18211 -2.49545 -0.90141
C -2.23940 -3.55962 -0.99092
S -1.66387 -1.04094 -0.06495
H 1.49974 -3.78435 -2.50032
H -0.17364 -4.10640 -2.96005
H 0.45846 -4.73110 -1.44121
H -1.85071 -4.53764 -0.69626
H -2.63074 -3.65125 -2.00972
H -3.08718 -3.33690 -0.34384
C -0.52302 0.73192 -2.38991
C -1.68577 -0.01391 -2.93955
C -2.99294 0.42348 -2.71683
C -4.07449 -0.24738 -3.25465
C -3.86079 -1.38492 -4.03204
C -2.56505 -1.83135 -4.27671
C -1.49099 -1.14381 -3.73798
C -4.98930 -2.08901 -4.59043
N -5.89272 -2.64753 -5.03263
H -0.69931 1.79075 -2.52576
H 0.36846 0.44963 -2.94567
H -3.15694 1.30064 -2.10125
H -5.08369 0.09724 -3.07263
H -2.40618 -2.70719 -4.89261
H -0.47977 -1.47998 -3.92648

Cartesian forces (eV/Å) of the 2 atoms listed first:
W -0.36 -0.04 0.60
C 0.00 0.06 0.22

A molecular structure, C35H26N9OSc, computed with ωB97M-V/def2-TZVPD.

The orbital gap is 5.815 eV. Its multiplicity is 1. The calculation puts the highest occupied orbital energy at -12.8 eV. As for the molar mass: 633.6 g mol⁻¹. Its total charge is +2.

Geometry (Å):
Sc 1.59752 0.67408 -1.47962
C 5.93972 0.07336 -2.11288
C 6.18637 0.95463 -1.06093
C 5.20224 1.80840 -0.59027
C 3.93359 1.84935 -1.27271
C 3.61402 0.80262 -2.15181
C 4.66561 0.01474 -2.63990
C 2.94829 2.89893 -1.03109
C 3.17559 3.99789 -0.13516
C 2.26025 5.04309 -0.09926
C 1.10862 5.05947 -0.92235
C 0.26006 6.19125 -1.02266
C -0.76116 6.17434 -1.96981
C -0.90069 5.11665 -2.89157
C -0.05641 4.02778 -2.84841
C 0.95141 3.94298 -1.85424
N 1.74182 2.81476 -1.67616
H 6.75618 -0.44034 -2.59443
H 7.15889 0.99096 -0.62887
H 5.41313 2.40025 0.29056
H 4.46591 -0.73905 -3.40686
H 4.02446 4.04748 0.53402
H 2.48837 5.95965 0.50503
H 0.50251 7.12628 -0.47264
H -1.41043 7.03259 -2.14317
H -1.65921 5.20230 -3.69280
H -0.17778 3.28841 -3.62982
C -3.95378 1.78694 -0.34679
N -2.66578 1.35032 -0.97006
C -1.42710 1.25159 -0.44575
N -0.58994 0.78460 -1.40292
C -1.39015 0.69175 -2.51778
N -2.62684 1.10770 -2.34512
C -4.28388 0.94590 0.89235
C -5.30398 1.51978 1.74792
C -5.61913 0.90889 2.98364
C -4.97933 -0.25254 3.36128
C -4.10671 -0.87179 2.39533
C -3.70815 -0.31550 1.21145
C -3.57205 -2.23121 2.70517
N -3.87618 -2.98422 3.68974
N -3.06447 -4.12693 3.62160
C -2.29711 -4.01831 2.57571
O -2.58721 -2.81855 1.88334
C -1.23703 -4.84460 2.10008
C -0.93533 -6.03854 2.78808
C 0.03084 -6.88286 2.32204
C 0.90050 -6.40598 1.32165
C 0.59677 -5.22142 0.59533
C 1.54375 -4.74129 -0.51356
N 1.74226 -3.28553 -0.25455
C 1.58254 -2.16628 -0.96813
N 1.86973 -1.11541 -0.24063
C 2.34301 -1.62081 0.94799
N 2.28522 -2.91649 0.99590
C -0.45974 -4.41566 1.02577
H -4.64718 1.70448 -1.19663
H -3.87174 2.82975 -0.07624
H -1.05260 1.43483 0.55565
H -1.01178 0.25543 -3.43286
H -5.78058 2.45876 1.49028
H -6.35362 1.36988 3.62502
H -5.03478 -0.75107 4.35005
H -3.00734 -0.80074 0.55793
H -1.39229 -6.30937 3.74452
H 0.13114 -7.84960 2.77646
H 1.77062 -7.00298 1.05955
H 1.03472 -4.89052 -1.49371
H 2.58304 -5.23513 -0.50785
H 1.06643 -2.17628 -1.93693
H 2.56823 -0.99324 1.76772
H -0.64183 -3.43058 0.55581

Cartesian forces (eV/Å) of the 2 atoms listed first:
Sc 0.84 0.76 0.12
C -0.08 1.02 -0.45

A molecular structure, C35H27BrCl2N7O4Pr, computed with ωB97M-V/def2-TZVPD.

The orbital gap (alpha / beta) is 4.998 / 5.041 eV. Its multiplicity is 3. As for the expectation value of S²: 2.00. The calculation puts the highest occupied orbital energy (alpha / beta) at -6.1 / -6.2 eV. As for the molar mass: 901.4 g mol⁻¹.

Geometry (Å):
Pr 0.00000 0.00000 0.00000
Cl 5.22836 -5.16252 -1.30452
C 4.33848 -3.67466 -1.40020
C 3.17966 -3.55475 -0.63270
C 2.43148 -2.37754 -0.69004
N 1.30176 -1.98998 -0.07137
C 0.50284 -2.92596 0.51054
O 0.53549 -4.15686 0.33514
C -0.58331 -2.50915 1.54395
C -0.96877 -3.50908 2.44417
C -2.02598 -3.29275 3.33068
C -2.68769 -2.07414 3.31456
C -2.25682 -1.11800 2.41522
N -1.24670 -1.30407 1.54794
C 2.84073 -1.32778 -1.48455
C 4.00965 -1.42995 -2.24114
C 4.75491 -2.60910 -2.20708
Cl 6.19385 -2.69235 -3.17529
N 1.94749 -0.33480 -1.32472
C 1.91649 0.68975 -2.22089
O 2.44937 0.71892 -3.34491
C 1.18067 2.01697 -1.88257
C 1.61968 3.14146 -2.59526
C 0.95135 4.36209 -2.47286
C -0.14972 4.45187 -1.63461
C -0.53052 3.31597 -0.94639
N 0.09293 2.12956 -1.05213
H 2.85452 -4.36826 0.00276
H -0.45529 -4.46415 2.42910
H -2.32976 -4.08168 4.00921
H -3.51961 -1.87403 3.97685
H -2.73021 -0.14435 2.34864
H 4.32954 -0.59640 -2.85358
H 2.46984 3.05083 -3.26368
H 1.28693 5.22031 -3.04375
H -0.70159 5.37568 -1.52324
H -1.38271 3.31539 -0.27529
O -1.03900 6.58959 3.01988
C -1.98013 6.01089 2.12647
C -1.50803 4.65459 1.68282
C -0.17484 4.43131 1.34644
C 0.19049 3.17425 0.90915
N -0.67158 2.14499 0.77833
C -1.98210 2.33756 1.09814
C -2.41606 3.59281 1.54332
C -2.89176 1.15616 0.94677
C -4.26048 1.19403 1.23654
C -5.06208 0.05384 1.06419
C -6.52725 0.05933 1.40503
O -7.08261 1.35766 1.23850
C -4.45319 -1.11913 0.62373
C -3.09791 -1.09505 0.35816
N -2.32349 -0.00207 0.50855
H -1.41498 7.43632 3.31248
H -2.09591 6.66550 1.25654
H -2.93969 5.93876 2.64903
H 0.56648 5.21890 1.43253
H 1.21893 2.94977 0.64213
H -3.45654 3.76710 1.79195
H -4.73470 2.10072 1.59399
H -6.66463 -0.25077 2.44582
H -7.07364 -0.62555 0.74780
H -8.03792 1.27220 1.39596
H -5.01472 -2.03673 0.48642
H -2.57660 -1.98126 0.00846
Br 3.36361 1.12655 0.25171
C 2.52461 0.97122 1.94558
C 3.25081 1.29208 3.08386
C 2.62438 1.17416 4.32165
C 1.30367 0.74282 4.37719
C 0.66040 0.44563 3.18650
N 1.24098 0.55011 1.97221
H 4.28009 1.62657 3.01849
H 3.16206 1.41664 5.23399
H 0.78697 0.64040 5.32517
H -0.37133 0.10498 3.17776
H -1.11898 -0.49603 -1.77831

Cartesian forces (eV/Å) of the 2 atoms listed first:
Pr 0.56 -1.77 -3.15
Cl 0.06 0.07 -0.08

- What is the formula in the first record?
  C35H26N5O3S4W

- multiplicity of number 1 (C35H26N5O3S4W)?
  1